A structure of composition C26H30N2O7S, computed with wB97M-V/def2-TZVPD.

Structure (XYZ):
```
66
Properties=species:S:1:pos:R:3
C 7.11064 0.75375 -0.14051
H 8.19581 0.84666 0.22392
H 7.30506 0.64166 -1.32132
H 6.53318 1.63401 -0.10833
O 6.45341 -0.51410 0.28247
C 5.25917 -0.90045 -0.06815
O 4.73628 -0.49305 -0.96089
C 4.74739 -1.95891 0.55041
C 3.25208 -2.23419 0.24505
H 3.25000 -2.45086 -0.74603
H 2.93113 -2.98209 0.84934
C 2.30268 -1.00717 0.70143
C 1.01023 -1.45375 0.24000
C 0.06092 -1.63535 1.24717
C -1.34735 -1.88927 0.72071
C -2.38540 -2.24097 1.86663
C -3.66263 -2.39373 1.45774
O -4.63898 -2.41277 2.29883
C -3.97343 -1.99273 -0.15356
C -3.01002 -1.59845 -0.93846
O -3.30170 -1.39912 -2.30386
C -1.73712 -1.48841 -0.37421
C -0.62815 -1.02824 -1.29021
N 0.59429 -0.92983 -0.77912
C 1.54102 -0.12853 -2.11977
H 1.41880 -0.64348 -2.89560
H 2.59826 -0.67951 -1.64753
C 1.32269 1.37939 -1.85743
N 1.63583 1.70914 -0.43123
C 3.02365 2.40138 -0.53538
C 3.45412 2.89359 0.76323
O 2.45237 3.52863 1.36637
C 1.27524 2.92389 1.55914
C 0.70516 2.43910 0.11370
H -0.24299 1.94611 0.21698
H 0.58546 3.71474 -0.36525
H 0.58343 3.55504 1.89017
H 1.34663 1.96487 2.36953
H 4.33756 3.42660 0.80864
H 3.51758 1.97979 1.46672
H 3.80497 1.71012 -0.92136
H 2.77149 3.44660 -0.95223
H 0.11766 1.35518 -1.92867
H 1.76858 1.55388 -2.63119
H -0.96412 -0.83794 -2.44455
C -4.46638 -3.51253 -0.57625
H -5.37528 -3.83882 0.11500
H -3.71038 -4.34957 -0.45717
H -4.93059 -3.26740 -1.69851
O -5.28929 -1.08818 -0.13613
C -4.74541 0.15892 -0.10636
O -3.58398 0.49302 -0.00324
C -5.70559 1.09859 -0.17161
C -7.16851 0.68270 -0.03355
C -7.90242 1.86345 0.00213
C -7.22210 3.16026 0.16862
S -5.60730 2.67447 -0.05943
H -7.68523 4.08676 0.04108
H -9.06506 2.02899 -0.13150
H -7.47547 -0.24727 0.11000
H -2.00565 -2.44676 2.69221
H 0.36676 -1.95763 2.31940
H 2.84058 -0.14956 0.36565
H 2.27032 -1.09759 1.99940
H 5.40669 -2.96007 0.46725
H 4.94340 -1.84294 1.76970
```

The total charge is 0. As for the total energy: -2042.336144 a.u. The calculation puts the frontier orbital gap at 5.84 eV.

---

A structure of composition C7H6AlBr2IO6, computed with wB97M-V/def2-TZVPD.

Structure (XYZ):
```
23
Properties=species:S:1:pos:R:3
O 2.67993 2.92440 -0.47220
C 2.10017 2.03810 0.07217
Br 0.90867 2.50770 1.54886
C 2.26488 0.59653 -0.32524
C 0.97196 -0.16762 -0.49630
O 0.38314 -0.13804 -1.78104
Al -1.22403 -0.79986 -1.28085
I -2.24552 -1.74333 -3.48563
C -2.40352 0.63651 -0.51340
C -3.20016 0.18099 0.66455
O -3.73219 -0.87209 0.75349
Br -3.44569 1.48860 2.16299
O -0.48003 -1.95162 -0.12318
C 0.87354 -1.59674 0.05214
C 1.21353 -1.47194 1.56206
O 2.24439 -2.08748 1.95357
O 0.49098 -0.76991 2.25853
H 2.76088 0.65246 -1.28739
H 2.95175 0.09354 0.34800
H 0.24511 0.34228 0.15183
H -3.13777 1.01335 -1.21723
H -1.77208 1.45075 -0.17219
H 1.55204 -2.32660 -0.37354
```

The total charge is -2. As for the total energy: -6410.188492 a.u. The calculation puts the frontier orbital gap at 5.85 eV.

---

A structure of composition C34H38AsCsF6N7O9Se2, computed with wB97M-V/def2-TZVPD.

Structure (XYZ):
```
98
Properties=species:S:1:pos:R:3
Cs 1.43430 -1.53250 0.51963
O 4.64404 -1.66846 -3.19384
C 3.54421 -1.55938 -2.63788
O 3.08790 -0.56125 -2.00796
C 2.59779 -2.77136 -2.70864
C 2.91360 -3.83522 -3.54205
C 2.07488 -4.93952 -3.55120
C 0.97095 -4.96193 -2.71740
C 0.74719 -3.87279 -1.88117
N 1.53651 -2.78979 -1.89186
C -0.41212 -3.94919 -0.86509
O -1.41446 -4.57353 -1.24421
O -0.19499 -3.39764 0.25193
H 3.81145 -3.77034 -4.13963
H 2.29055 -5.78598 -4.19539
H 0.28004 -5.79208 -2.67658
O -2.18346 1.26303 4.94271
C -1.91742 1.82359 3.73663
O -2.61051 1.64569 2.77615
C -0.69458 2.70416 3.79479
C -0.48586 3.54902 4.87221
C 0.62950 4.37968 4.82619
C 1.48479 4.28983 3.74453
C 1.21201 3.35874 2.74261
N 0.11861 2.59865 2.75322
C 2.23405 3.11992 1.64151
O 2.84823 4.10502 1.18712
O 2.38541 1.89951 1.41414
H -2.92593 0.65785 4.77872
H -1.17503 3.55728 5.70507
H 0.82950 5.07433 5.63333
H 2.37095 4.90114 3.64991
C 3.59044 2.01123 -4.39818
Se 1.84186 1.83283 -3.59914
C 2.30809 2.38903 -1.76851
C 3.72322 2.12071 -1.26550
Se 3.98602 0.62063 -0.08216
C 5.45756 1.48248 0.83473
H 4.04736 2.96590 -4.14101
H 3.44403 1.96964 -5.47717
H 4.22643 1.18055 -4.09341
H 1.54281 1.94001 -1.13773
H 2.17056 3.46737 -1.72045
H 4.01822 2.96846 -0.65022
H 4.44698 1.96662 -2.06317
H 5.03629 2.33166 1.37254
H 6.18546 1.81663 0.09615
H 5.89176 0.75597 1.51274
N -2.06422 -1.37994 1.70525
C -1.59813 -1.65848 2.97705
C -2.27290 -2.42940 3.93174
C -1.68785 -2.57490 5.17569
C -0.47847 -1.95860 5.45910
C 0.08841 -1.18109 4.46165
N -0.45506 -1.02608 3.25993
C -2.89446 -2.05622 0.82173
C -3.54513 -3.25985 1.09743
C -4.34825 -3.79716 0.11411
C -4.49443 -3.14530 -1.10050
C -3.78619 -1.97024 -1.27525
N -3.01418 -1.42165 -0.34350
H -1.53275 -0.65808 1.23936
H -3.22805 -2.87954 3.71850
H -2.18727 -3.17568 5.92786
H 0.01344 -2.07029 6.41489
H 1.03033 -0.66731 4.61876
H -3.36424 -3.80142 2.00932
H -4.83755 -4.74795 0.28970
H -5.09332 -3.55444 -1.90218
H -3.82914 -1.43399 -2.21878
F 2.85472 -1.15399 2.56736
As 4.14097 -2.24987 3.04871
F 5.27773 -0.97446 2.74448
F 3.93800 -1.70965 4.67785
F 5.40694 -3.31670 3.50703
F 2.94212 -3.47087 3.27780
F 4.28417 -2.75057 1.38393
C -3.08364 2.60636 -0.41472
N -3.31860 2.26655 -1.80582
C -4.50710 2.81030 -2.41973
C -4.85055 2.05998 -3.69045
C -3.61527 2.00096 -4.56410
N -2.53760 1.37295 -3.83634
C -1.47182 0.75537 -4.60090
C -2.28094 1.69522 -2.51690
O -1.22221 1.42244 -1.98707
H -2.98458 3.68913 -0.27767
H -2.17325 2.13193 -0.07110
H -3.91350 2.25052 0.19763
H -4.37706 3.88067 -2.64595
H -5.32235 2.73976 -1.69458
H -5.66988 2.55951 -4.21161
H -5.16132 1.04210 -3.44356
H -3.34211 3.01740 -4.88924
H -3.79575 1.41522 -5.46815
H -0.93327 1.48535 -5.21557
H -1.89597 -0.01474 -5.24941
H -0.75768 0.30053 -3.92076
```

The total charge is -2. As for the total energy: -10037.164607 a.u. As for the expectation value of S²: 0.75. The calculation puts the frontier orbital gap (spin up / spin down) at 6.76 / 6.79 eV. As for the spin multiplicity: 2.